C47H54GeO2S7SiW | wB97M-V/def2-TZVPD

Summary:
LUMO (alpha / beta)	-0.079 / -0.078	eV
E_HOMO (alpha / beta)	-6.885 / -6.715	eV

XYZ file:
```
113
Properties=species:S:1:pos:R:3:forces:R:3:mulliken_charge:R:1
W -1.0894 -0.4222 0.4967 -1.4195 -0.1294 -0.1340 1.93
O -2.1490 1.1946 1.6092 0.3360 -0.0818 -0.3460 -0.86
S -3.0155 1.5489 2.7989 0.0130 -0.1716 0.1044 0.11
C -3.6260 3.2033 2.3620 -0.0171 -0.0385 -0.1171 -0.90
C -3.7986 3.3785 0.8539 0.0084 0.0453 0.0430 -1.10
C -2.5244 3.8191 0.1273 -0.1191 0.0107 -0.0212 1.14
C -2.6714 3.6536 -1.3906 0.1069 -0.0817 0.2362 -1.36
S -1.7077 2.2392 -2.0149 -0.1143 0.1904 -0.0923 0.51
O -1.8411 1.1997 -0.9269 0.5101 -0.1315 0.1716 -0.29
C -0.1013 3.0017 -1.8637 -0.0038 -0.0891 -0.0488 1.48
C 0.3047 3.8417 -2.8925 -0.1141 -0.0158 -0.0535 -1.01
C 1.5315 4.4753 -2.7990 0.0520 0.0409 0.0845 -0.89
C 2.3365 4.2690 -1.6839 -0.0443 0.0133 -0.0437 -0.87
C 1.9219 3.4165 -0.6717 0.0078 -0.0671 -0.0349 -1.26
C 0.7008 2.7608 -0.7657 0.0383 0.1132 0.0952 0.99
C -4.5274 0.6264 2.6256 -0.0302 0.0221 -0.0636 0.99
C -4.9214 0.0994 1.4027 0.0149 -0.0363 0.0292 -0.03
C -6.0891 -0.6426 1.3432 -0.0105 -0.0147 0.0185 -0.93
C -6.8433 -0.8526 2.4928 0.0167 0.0092 -0.0151 -0.61
C -6.4312 -0.3293 3.7096 0.0236 -0.0117 0.0078 -0.70
C -5.2561 0.4070 3.7836 -0.0515 0.0259 -0.0072 -0.57
H -2.9203 3.9210 2.7851 0.0325 -0.0474 -0.0069 0.48
H -4.5684 3.2789 2.9058 -0.0018 0.1007 0.0042 0.59
H -4.5856 4.1153 0.6757 -0.0235 -0.0075 0.0362 0.56
H -4.1538 2.4413 0.4250 -0.0070 -0.0243 -0.0413 0.34
H -1.6881 3.2148 0.4748 0.0081 0.0217 0.0434 -1.07
H -2.2917 4.8562 0.3773 -0.0326 0.0146 -0.0536 0.60
H -2.3123 4.5065 -1.9658 -0.0169 0.0245 -0.0102 0.54
H -3.7028 3.4529 -1.6869 0.0004 0.0031 0.0161 0.64
H -0.3193 3.9825 -3.7687 0.0168 -0.0320 0.0374 0.49
H 1.8621 5.1270 -3.5968 0.0034 -0.0128 -0.0071 0.44
H 3.2967 4.7641 -1.6122 -0.0163 -0.0022 0.0025 0.39
H 2.5568 3.2465 0.1881 0.0185 -0.0121 -0.0194 0.44
H 0.3794 2.0905 0.0228 -0.0210 -0.0569 -0.0666 -0.69
H -4.2906 0.2034 0.5292 -0.0028 0.0486 -0.0228 0.16
H -6.3952 -1.0833 0.4034 0.0022 0.0056 0.0107 0.49
H -7.7449 -1.4489 2.4415 0.0093 0.0071 -0.0010 0.41
H -7.0058 -0.5169 4.6067 0.0004 0.0058 -0.0076 0.42
H -4.9011 0.7868 4.7352 -0.0114 -0.0091 -0.0154 0.46
S -5.1694 -6.5576 -0.0704 0.0215 -0.0166 -0.0011 -0.24
C -4.2416 -5.2118 0.0526 -0.0309 0.0630 -0.0062 0.12
S -3.4788 -4.4400 -1.2985 0.0151 -0.0214 -0.0914 -0.08
C -2.7516 -3.1129 -0.4302 -0.0066 -0.0213 -0.2630 0.08
C -2.9633 -3.0945 0.8917 -0.1040 0.0015 0.2603 -0.01
S -2.3198 -1.8372 1.9095 0.5198 0.2004 -0.1904 -0.55
S -3.9272 -4.3940 1.5458 0.0084 0.0147 0.0587 -0.15
S -1.8407 -1.8786 -1.2478 0.1376 0.1273 0.2478 -0.48
C 1.9612 -0.4861 0.7842 0.1109 -0.2051 -0.0666 -0.06
Si 0.7828 -0.6032 2.2390 0.3652 -0.1120 0.1831 -0.24
C 1.1098 0.8937 3.4336 -0.1353 0.0109 0.0427 2.67
C 0.2249 0.8752 4.6871 0.0245 0.0309 -0.0262 -1.80
C 0.8380 2.1914 2.6593 0.0199 0.0102 0.0213 -1.39
C 2.5834 0.9609 3.8538 -0.0074 0.0508 0.0099 -1.82
C 1.1089 -2.3318 3.0651 -0.1431 -0.0204 0.0481 2.80
C 0.1844 -2.5871 4.2670 0.0043 0.0176 -0.0127 -1.69
C 2.5576 -2.4751 3.5515 0.0105 -0.0645 -0.0069 -1.83
C 0.8930 -3.4592 2.0369 0.0460 0.0050 -0.0106 -2.03
H 2.8821 -1.0753 0.8572 -0.0043 0.0544 -0.0847 0.63
H 2.2701 0.5407 0.5628 -0.0400 -0.0025 -0.0190 -0.07
H 0.9023 -2.1096 -0.1645 -0.1488 -0.0458 0.0659 0.53
H -0.8207 0.6477 4.4601 0.0199 0.0117 -0.0149 0.24
H 0.2513 1.8534 5.1854 0.0098 -0.0296 0.0014 0.43
H 0.5678 0.1354 5.4104 -0.0035 -0.0174 -0.0156 0.39
H -0.1831 2.2581 2.2805 0.0011 -0.0142 0.0429 -0.11
H 1.5164 2.2855 1.8079 -0.0142 -0.0128 0.1049 -0.25
H 1.0168 3.0554 3.3132 -0.0024 -0.0193 -0.0258 0.77
H 2.8763 0.1333 4.4933 -0.0018 -0.0310 0.0443 0.33
H 2.7621 1.8859 4.4181 0.0106 -0.0124 -0.0300 0.50
H 3.2497 0.9666 2.9863 -0.0167 -0.0118 0.0127 0.25
H 0.4527 -1.9637 5.1212 0.0023 0.0187 -0.0080 0.31
H 0.2782 -3.6319 4.5874 0.0211 0.0242 0.0042 0.49
H -0.8668 -2.4124 4.0347 0.0430 -0.0216 0.0094 0.17
H 2.7878 -1.8177 4.3866 -0.0132 0.0180 0.0515 0.34
H 3.2825 -2.2846 2.7565 -0.0102 0.0215 0.0060 0.19
H 2.7161 -3.5029 3.9022 0.0082 0.0275 -0.0305 0.54
H -0.0511 -3.3866 1.4963 -0.0258 -0.0019 0.0448 0.14
H 0.9003 -4.4240 2.5580 0.0397 0.0218 -0.0154 0.64
H 1.7048 -3.4841 1.3040 -0.0353 0.0265 -0.0108 0.30
C 0.9306 -1.0194 -0.2571 0.0065 0.3984 -0.0529 -1.06
Ge 1.7118 -0.9192 -2.0958 0.0755 -0.0415 -0.0282 1.24
C 1.8412 -2.6349 -3.0666 -0.0426 -0.0457 -0.0284 0.12
C 0.7624 -3.5121 -3.1960 0.0731 -0.0576 0.0877 -0.02
C 0.8505 -4.6503 -3.9881 0.0180 0.0058 0.0189 -0.76
C 2.0215 -4.9343 -4.6761 -0.0359 0.0051 0.0172 -0.47
C 3.1015 -4.0713 -4.5676 0.0162 0.0315 0.0389 -0.84
C 3.0102 -2.9354 -3.7718 -0.0950 -0.0022 -0.0812 -0.35
C 3.5852 -0.3999 -1.7863 0.0790 0.0857 0.0209 0.02
C 4.0343 0.9162 -1.8785 0.0934 -0.0659 0.0680 0.00
C 5.3293 1.2685 -1.5124 -0.0098 -0.0279 0.0055 -1.01
C 6.2041 0.3012 -1.0402 -0.0065 0.0196 -0.0177 -0.69
C 5.7766 -1.0163 -0.9372 -0.0491 -0.0005 -0.0189 -0.89
C 4.4821 -1.3574 -1.3040 0.0187 0.0524 0.0122 -0.59
C 0.9689 0.2631 -3.4952 -0.0616 0.0232 -0.0614 0.53
C 1.8046 1.0462 -4.2988 -0.0992 -0.0264 -0.0734 -0.28
C 1.3069 1.7384 -5.3968 0.0646 -0.0548 0.0611 -0.76
C -0.0377 1.6482 -5.7292 -0.0315 -0.0190 -0.0036 -0.76
C -0.8779 0.8541 -4.9623 0.0597 0.0074 -0.0191 -0.39
C -0.3785 0.1733 -3.8583 0.2317 0.0117 -0.1130 -0.50
H -0.1605 -3.3163 -2.6650 -0.0008 0.0149 -0.0094 0.13
H 0.0002 -5.3173 -4.0649 0.0010 0.0072 0.0035 0.44
H 2.0916 -5.8214 -5.2936 -0.0062 0.0110 0.0074 0.37
H 4.0193 -4.2803 -5.1045 -0.0098 0.0115 0.0122 0.41
H 3.8629 -2.2704 -3.7165 0.0205 0.0134 0.0092 0.32
H 3.3667 1.6861 -2.2383 -0.0079 0.0720 0.0873 0.09
H 5.6548 2.2995 -1.5953 -0.0093 -0.0134 -0.0024 0.44
H 7.2136 0.5703 -0.7557 -0.0062 0.0001 0.0042 0.39
H 6.4510 -1.7779 -0.5650 -0.0077 0.0040 -0.0062 0.41
H 4.1627 -2.3895 -1.2012 0.0021 -0.0017 -0.0129 0.54
H 2.8640 1.1019 -4.0854 -0.0430 -0.0178 -0.0808 0.45
H 1.9758 2.3367 -6.0047 0.0003 -0.0110 0.0129 0.46
H -0.4224 2.1747 -6.5943 -0.0009 -0.0048 0.0004 0.38
H -1.9242 0.7567 -5.2273 0.0019 -0.0042 0.0153 0.50
H -1.0475 -0.4599 -3.2943 -0.0970 -0.0849 0.0851 0.59
```
Positions in Å, forces in eV/Å.



C46H48As2FN4O4W | wB97M-V/def2-TZVPD

Summary:
LUMO (alpha / beta)	-7.318 / -7.426	eV
multiplicity	3
E_HOMO (alpha / beta)	-14.587 / -15.159	eV
net charge	+3
expectation value of S²	2.01

XYZ file:
```
106
Properties=species:S:1:pos:R:3:forces:R:3:mulliken_charge:R:1
W -1.7963 0.3883 -1.0959 -0.3420 0.4441 -0.8071 3.29
F 3.8207 -3.3643 0.0904 -0.0315 -0.0249 -0.0036 -0.42
C 3.7383 -2.0252 0.0679 0.0886 0.0672 -0.0020 -0.26
C 2.5410 -1.4332 -0.1668 0.0404 0.0259 -0.0494 -0.34
C 2.4626 -0.0295 -0.2370 -0.1302 -0.1042 0.0160 0.97
C 1.1964 0.6159 -0.4885 -0.0548 0.0054 0.1273 0.57
O 0.1621 -0.1239 -0.6837 0.3052 0.0484 -0.0200 -1.07
C 1.1857 2.0191 -0.4634 -0.0457 -0.0554 0.0079 0.46
C 2.3587 2.7048 -0.2376 0.0334 0.0075 0.0165 -0.52
N 3.5399 2.1159 -0.0700 -0.0212 0.0409 -0.0076 0.31
C 4.7249 2.9305 0.1683 0.0195 0.0382 -0.0027 -0.43
C 5.7873 2.9932 -0.8900 0.0065 -0.0085 -0.0103 -0.37
C 4.9155 4.1832 -0.6268 0.0018 0.0011 0.0079 -1.01
C 3.6214 0.7296 -0.0415 0.1244 -0.0971 0.0246 -0.28
C 4.8490 0.0913 0.2149 -0.0217 0.0220 -0.0048 -0.43
C 4.9302 -1.2847 0.2663 -0.0569 -0.0739 -0.0016 -0.68
N 6.1376 -1.9809 0.4434 0.0264 0.0090 -0.0191 0.24
C 6.2231 -2.8961 1.5774 -0.0206 0.0037 0.0096 -0.28
C 7.3012 -3.9319 1.3317 0.0220 -0.0058 0.0013 -0.90
N 8.6150 -3.2355 1.0876 -0.0074 0.0125 -0.0090 -0.13
C 8.5075 -2.2321 -0.0305 0.0139 -0.0351 0.0159 -1.04
C 7.3803 -1.2558 0.2558 -0.0240 0.0199 0.0003 -0.75
C -0.0468 2.8434 -0.6294 0.0081 0.0424 0.0382 -0.11
O -0.0911 3.9897 -0.2786 -0.0224 0.0469 -0.0622 -0.63
O -1.0642 2.2146 -1.2079 -0.0597 -0.0958 0.0959 -0.56
H 1.6562 -2.0375 -0.3108 -0.0117 0.0250 -0.0041 0.47
H 2.3386 3.7855 -0.1924 -0.0034 0.0008 -0.0005 0.83
H 5.0242 2.9335 1.2088 -0.0095 -0.0059 0.0029 0.51
H 5.6047 2.4488 -1.8071 -0.0079 0.0010 0.0008 0.20
H 6.8185 3.0207 -0.5667 -0.0015 0.0037 0.0054 0.32
H 4.1840 4.4315 -1.3831 -0.0028 -0.0048 -0.0002 0.36
H 5.3314 5.0325 -0.1057 0.0012 0.0009 -0.0020 0.27
H 5.7305 0.6911 0.3769 -0.0120 0.0191 -0.0011 0.81
H 5.2832 -3.4230 1.7131 0.0173 0.0050 0.0094 0.26
H 6.4318 -2.3438 2.5070 0.0134 -0.0115 0.0058 0.26
H 7.0872 -4.5172 0.4391 -0.0068 0.0019 0.0021 0.38
H 7.4292 -4.5952 2.1846 -0.0078 0.0001 0.0020 0.42
H 9.3398 -3.9225 0.8695 -0.0019 0.0015 -0.0041 0.35
H 8.9153 -2.7643 1.9451 -0.0017 0.0029 -0.0023 0.40
H 8.3094 -2.8005 -0.9374 -0.0029 0.0032 -0.0010 0.39
H 9.4664 -1.7255 -0.1188 -0.0018 0.0041 0.0005 0.45
H 7.2994 -0.5995 -0.6100 -0.0053 0.0035 0.0016 0.54
H 7.6363 -0.6316 1.1269 0.0029 0.0007 0.0005 0.45
C -3.7683 -1.0214 1.8122 -0.0246 0.0860 0.0349 -1.46
C -4.4126 -1.5811 0.5484 0.0039 -0.0158 -0.0235 -0.79
As -4.3448 -0.2750 -0.8967 0.0772 -0.0454 0.0034 0.15
C -5.1748 -1.0730 -2.4275 -0.0571 0.0172 -0.0053 0.57
C -5.3227 -2.4521 -2.5354 -0.0013 -0.0086 0.0256 -0.19
C -5.8459 -2.9948 -3.7013 -0.0058 0.0040 -0.0157 -0.80
C -6.2166 -2.1643 -4.7503 0.0016 0.0129 0.0020 -0.54
C -6.0757 -0.7862 -4.6365 0.0013 -0.0424 0.0056 -0.76
C -5.5522 -0.2373 -3.4757 0.0026 0.0494 0.0016 -0.60
C -5.3620 1.2417 -0.3245 0.0191 0.0599 -0.0126 0.54
C -4.8816 2.5036 -0.6689 0.0275 -0.0149 -0.0170 -0.23
C -5.5724 3.6381 -0.2706 -0.0664 0.0016 0.0389 -0.73
C -6.7338 3.5070 0.4783 0.0222 0.0092 -0.0074 -0.62
C -7.2114 2.2487 0.8246 -0.0077 0.0007 0.0018 -0.72
C -6.5299 1.1111 0.4216 0.0083 -0.0476 -0.0208 -0.61
As -2.1427 0.0213 1.4508 0.0859 -0.0694 0.1566 1.36
C -0.6615 -0.9579 2.1961 0.0461 0.0010 -0.0166 0.25
C -0.5788 -2.3318 1.9964 -0.0325 -0.0050 0.0110 -0.40
C 0.5410 -3.0274 2.4285 -0.0053 -0.0058 0.0285 -1.03
C 1.5811 -2.3460 3.0475 -0.0162 0.0184 0.0321 -0.45
C 1.5041 -0.9726 3.2363 -0.0027 -0.0531 0.0238 -0.87
C 0.3836 -0.2735 2.8079 -0.0445 0.0013 0.0080 -0.65
C -2.3412 1.5919 2.5308 0.0149 -0.0243 0.0871 0.22
C -2.4292 2.8515 1.9520 0.0166 0.0089 -0.0335 -0.18
C -2.6275 3.9638 2.7607 0.0046 -0.0123 -0.0098 -1.38
C -2.7411 3.8114 4.1332 0.0028 -0.0157 0.0262 -0.59
C -2.6524 2.5487 4.7117 -0.0097 0.0492 -0.0096 -0.79
C -2.4515 1.4360 3.9139 0.0123 -0.0175 -0.0317 -0.62
H -3.5239 -1.8130 2.5204 -0.0001 -0.0028 -0.0012 0.71
H -4.4337 -0.3179 2.3141 -0.0157 -0.0148 -0.0051 0.53
H -5.4477 -1.8742 0.7269 0.0005 0.0014 -0.0039 0.67
H -3.8767 -2.4613 0.1899 -0.0108 -0.0030 -0.0025 0.56
H -5.0501 -3.1121 -1.7211 0.0025 0.0034 0.0056 0.32
H -5.9756 -4.0654 -3.7853 0.0012 -0.0015 0.0030 0.44
H -6.6319 -2.5904 -5.6537 -0.0015 -0.0029 0.0022 0.44
H -6.3873 -0.1409 -5.4469 0.0042 0.0085 0.0045 0.45
H -5.4564 0.8393 -3.3831 0.0003 -0.0059 -0.0039 0.43
H -3.9735 2.6134 -1.2573 -0.0111 0.0053 -0.0011 0.43
H -5.2103 4.6201 -0.5435 0.0169 -0.0072 -0.0099 0.47
H -7.2745 4.3902 0.7908 -0.0013 -0.0016 0.0012 0.44
H -8.1208 2.1550 1.4026 -0.0008 -0.0041 -0.0003 0.45
H -6.9180 0.1325 0.6795 -0.0090 0.0077 0.0070 0.42
H -1.3920 -2.8701 1.5201 0.0244 -0.0068 -0.0086 0.38
H 0.5931 -4.1004 2.2984 0.0004 0.0005 -0.0051 0.45
H 2.4422 -2.8939 3.4088 0.0002 -0.0037 -0.0026 0.51
H 2.3049 -0.4479 3.7416 -0.0030 0.0136 -0.0010 0.48
H 0.3114 0.7948 2.9769 0.0116 0.0144 0.0016 0.49
H -2.3448 2.9840 0.8806 -0.0042 -0.0022 0.0092 0.60
H -2.6899 4.9471 2.3142 0.0021 -0.0045 -0.0086 0.50
H -2.8989 4.6789 4.7600 0.0010 -0.0030 0.0031 0.44
H -2.7416 2.4354 5.7836 -0.0007 -0.0043 0.0008 0.45
H -2.3774 0.4544 4.3690 -0.0022 0.0005 0.0015 0.46
N -1.6936 0.2502 -5.2833 -0.1911 0.1565 0.0223 -0.34
C -1.9415 -0.0309 -4.0204 0.1576 0.0423 0.2185 0.56
O -2.1441 0.9029 -3.1841 0.2238 -0.4043 0.1548 -0.74
C -1.9672 -1.4534 -3.5627 -0.1982 -0.1755 -0.0154 -0.82
C -1.7236 -1.5717 -2.0465 0.0527 -0.0511 -0.0784 -0.88
H -1.7324 1.2057 -5.6073 0.0052 0.0098 0.0181 0.29
H -1.5603 -0.4826 -5.9607 -0.0106 -0.0059 0.0003 0.24
H -1.2820 -2.0587 -4.1587 0.0582 0.0494 0.0085 0.55
H -2.9704 -1.8117 -3.8227 -0.0118 0.0192 0.0218 0.22
H -0.7384 -2.0032 -1.8608 0.0186 0.0411 -0.0107 0.52
H -2.4378 -2.2942 -1.6378 0.0080 0.0039 0.0130 0.49
```
Positions in Å, forces in eV/Å.



So what do the calculations give for max |F|? Going down the list: 0.0278, 0.0191 Eh/bohr.